No. 1
A 21-piece molecular cluster, C39H103ClN2O24S overall in a non-equilibrium geometry. Source: the Open Molecules 2025 dataset; level of theory: ωB97M-V with the def2-TZVPD basis set.

XYZ file:
```
170
C39H103ClN2O24S, DFT ωB97M-V with the def2-TZVPD basis set
C -5.60463 -0.41664 3.24869
C -4.90966 -0.67322 2.31156
C -3.80815 -0.98229 1.44751
C -3.34326 -2.27728 1.36634
C -3.96612 -3.39838 2.16363
O -4.97429 -4.12111 1.47353
C -4.53108 -4.85027 0.34094
C -3.55047 -5.96171 0.67948
O -3.42002 -6.76643 -0.48149
C -2.14274 -7.36470 -0.55304
C -1.94974 -8.51487 0.45959
C -2.22908 -2.53486 0.52363
C -1.64940 -1.52841 -0.18075
C -2.11974 -0.20324 -0.12159
N -1.47597 0.76040 -0.85391
C -1.99322 1.95206 -0.72516
C -3.10753 2.26133 0.10624
C -3.64149 3.67141 0.18792
C -2.72040 4.67266 0.89911
C -1.43295 5.08918 0.18042
C -1.64943 5.54033 -1.27819
S -0.11576 5.46712 -2.22686
O -0.10755 6.57454 -3.13759
O -0.04040 4.20854 -2.90535
Cl 1.48207 5.66470 -0.95217
N -3.70756 1.34658 0.82420
C -3.21077 0.07738 0.70537
H -6.19221 -0.21124 4.10710
H -3.16772 -4.03972 2.55294
H -4.46487 -2.96698 3.02626
H -4.15038 -4.21491 -0.46300
H -5.42196 -5.33103 -0.07079
H -3.92376 -6.58686 1.49316
H -2.59212 -5.51590 0.96047
H -1.33627 -6.64003 -0.41002
H -2.03583 -7.79503 -1.54559
H -2.84562 -8.67198 1.05760
H -1.66942 -9.43599 -0.03821
H -1.12318 -8.28333 1.13772
H -1.84895 -3.54538 0.47738
H -0.78948 -1.74161 -0.80363
H -1.52995 2.75180 -1.28903
H -4.54753 3.59203 0.78671
H -3.97695 4.01542 -0.79156
H -3.28057 5.58394 1.11417
H -2.44967 4.24742 1.86637
H -0.69677 4.28504 0.18746
H -0.98990 5.92949 0.71193
H -2.34598 4.90397 -1.81343
H -1.95208 6.58519 -1.29807
C 0.82226 -4.80447 -1.03814
O 0.79574 -5.47350 0.22294
H 0.50333 -5.51258 -1.79836
H 0.14062 -3.95147 -1.03811
H 1.83273 -4.46034 -1.26944
H 1.08188 -4.83940 0.88818
C -7.29825 -4.50913 4.59603
O -7.40043 -3.44238 3.65575
H -7.67213 -4.15827 5.55314
H -7.89905 -5.36378 4.27313
H -6.25577 -4.81988 4.71181
H -7.06069 -3.76826 2.81472
C 2.72683 7.02175 -4.78665
O 3.61982 8.01279 -5.30018
H 3.21424 6.53214 -3.94669
H 1.79949 7.47888 -4.44270
H 2.50660 6.27693 -5.55548
H 3.18017 8.44033 -6.03912
C 5.44350 5.29843 0.47872
O 4.50656 6.20963 1.07720
H 6.41562 5.46506 0.93165
H 5.13772 4.27079 0.66135
H 5.51213 5.48036 -0.59828
H 3.65190 6.04856 0.67003
C -3.63598 -12.20884 -1.39937
O -2.54933 -11.59656 -0.71611
H -4.51427 -11.58560 -1.25053
H -3.43051 -12.28227 -2.47123
H -3.83587 -13.20666 -0.99935
H -1.77263 -12.14701 -0.84855
C 9.03039 3.53935 1.23017
O 7.70131 3.04949 1.03298
H 9.20697 4.33528 0.50851
H 9.14690 3.93753 2.23481
H 9.75817 2.73917 1.06832
H 7.55410 2.34913 1.67349
C -0.68518 -6.55796 4.20055
O -0.73971 -5.53871 3.20693
H -1.05333 -6.13516 5.13194
H -1.31617 -7.40505 3.91990
H 0.34202 -6.90229 4.34704
H -0.41326 -5.92011 2.38363
C 3.54961 3.12732 3.23710
O 3.49235 2.98429 1.81683
H 4.27995 2.42220 3.61981
H 3.85533 4.14279 3.50425
H 2.57534 2.90678 3.68254
H 2.84140 3.61184 1.49187
C -1.35822 -10.20830 -4.11334
O -2.10510 -9.15388 -3.50978
H -0.36114 -10.21011 -3.68492
H -1.83398 -11.17442 -3.91487
H -1.27909 -10.05441 -5.19064
H -2.98495 -9.15889 -3.89553
C 12.08867 5.69241 2.54932
O 11.32903 4.57041 2.98784
H 11.43656 6.56210 2.56460
H 12.93662 5.87252 3.21480
H 12.45448 5.53895 1.53030
H 11.90961 3.80356 2.96982
C -2.56128 9.99114 -1.65815
O -2.60776 9.20749 -0.46088
H -2.75012 9.33319 -2.50202
H -3.32595 10.76913 -1.63379
H -1.58007 10.45080 -1.77803
H -2.43652 9.79666 0.27789
C -3.20157 -1.81260 -3.95608
O -3.23812 -2.51814 -2.72089
H -3.45449 -2.51286 -4.74849
H -3.92864 -0.99566 -3.95895
H -2.20268 -1.40881 -4.14340
H -3.01249 -1.89352 -2.02420
C 0.42198 -12.97365 -5.91845
O 0.87515 -11.63993 -5.70605
H -0.59813 -13.04079 -5.54827
H 0.43016 -13.22224 -6.98262
H 1.04533 -13.68758 -5.37392
H 1.77643 -11.58344 -6.03430
C -0.38290 12.38749 -4.16647
O -1.76742 12.25141 -3.83138
H 0.13055 11.49343 -3.81904
H -0.25475 12.47683 -5.24517
H 0.04877 13.25948 -3.67659
H -2.21971 13.04090 -4.13823
C 12.18843 1.13470 -0.76076
O 12.28274 2.26861 0.09696
H 12.72804 0.31666 -0.29084
H 11.14507 0.83984 -0.89987
H 12.63913 1.34564 -1.73361
H 11.80288 2.98797 -0.32295
C 3.13799 14.43181 -5.40728
O 2.23201 13.36783 -5.12710
H 2.57492 15.36135 -5.38677
H 3.92767 14.47771 -4.65347
H 3.58646 14.30967 -6.39627
H 2.73421 12.54818 -5.14574
C -10.36837 -5.24732 6.67143
O -9.10327 -5.67663 7.16568
H -10.31523 -4.17387 6.50920
H -10.60157 -5.73786 5.72274
H -11.16015 -5.45913 7.39476
H -9.15301 -6.62563 7.30629
C -6.04234 -8.93215 1.12542
O -5.73496 -7.85277 2.00343
H -5.65837 -9.84545 1.57365
H -7.12358 -9.02727 0.99159
H -5.56547 -8.78300 0.15266
H -6.07624 -7.04826 1.60140
C 4.13913 9.35236 -0.37968
O 5.40423 9.01882 0.17400
H 4.09280 10.43259 -0.49625
H 4.00527 8.88006 -1.35769
H 3.33938 9.03215 0.29555
H 5.42340 8.06178 0.28879
C 4.29412 0.67066 6.60636
O 4.87381 0.77205 5.30852
H 4.10304 1.67898 6.96426
H 3.34976 0.12195 6.56764
H 4.97677 0.17143 7.29845
H 5.04113 -0.12042 4.99437
```

The orbital gap comes out at 0.30335 Ha. The maximum force comes out at 3.11 eV/A. For the total energy, the calculation gives -117578.8768 eV.

---

No. 2
A 13-piece molecular cluster, C39H104O13 overall in a non-equilibrium geometry. Source: the Open Molecules 2025 dataset; level of theory: ωB97M-V with the def2-TZVPD basis set.

XYZ file:
```
156
C39H104O13, DFT ωB97M-V with the def2-TZVPD basis set
C -2.05614 -0.69424 -5.95512
C -1.35947 -1.62270 -7.05359
C -2.21078 -2.83767 -7.47818
O -1.05383 -0.79634 -8.16726
H -2.35523 -1.31205 -5.10838
H -2.92888 -0.24025 -6.42451
H -1.42219 0.02791 -5.44061
H -0.46289 -1.96056 -6.53390
H -2.85456 -2.56282 -8.31371
H -2.77002 -3.28514 -6.65653
H -1.54476 -3.63187 -7.81546
H -1.86356 -0.31657 -8.35634
C -8.34898 -3.08971 -4.71615
C -7.69528 -2.33010 -3.55745
C -6.29123 -2.91150 -3.37355
O -7.56841 -1.00415 -3.92217
H -9.13892 -2.51750 -5.20263
H -8.81292 -4.02146 -4.39257
H -7.72924 -3.35440 -5.57287
H -8.29657 -2.42418 -2.65317
H -6.44878 -3.93470 -3.03247
H -5.65774 -2.40405 -2.64603
H -5.74982 -2.86167 -4.31827
H -7.28815 -0.45840 -3.18379
C 5.98358 4.63226 -0.55953
C 7.27548 4.58116 -1.27687
C 7.25743 5.15796 -2.75015
O 8.17356 5.26131 -0.44817
H 5.43070 5.57156 -0.54742
H 6.20812 4.43157 0.48804
H 5.39891 3.77741 -0.89939
H 7.59505 3.54030 -1.32767
H 8.02729 4.61113 -3.29457
H 7.54505 6.20932 -2.74578
H 6.24685 5.10727 -3.15544
H 8.97146 5.28131 -0.98160
C -5.45568 -0.66838 4.50411
C -6.29817 -0.07254 5.54161
C -5.84144 1.23824 6.07579
O -7.58869 0.17659 5.04626
H -5.72055 -1.72036 4.39785
H -4.42018 -0.70367 4.84262
H -5.47837 -0.21651 3.51244
H -6.38352 -0.73169 6.40551
H -5.73594 1.99760 5.30098
H -4.83004 1.15053 6.47263
H -6.52514 1.58176 6.85208
H -8.13189 0.41229 5.80191
C -0.30358 -5.04032 -3.02236
C -1.36505 -6.02717 -3.50129
C -0.77824 -6.84867 -4.69735
O -1.78522 -6.91046 -2.51936
H 0.59645 -5.64543 -2.91338
H -0.62352 -4.68361 -2.04334
H -0.06368 -4.22425 -3.70397
H -2.21033 -5.44350 -3.86589
H -1.65113 -7.40222 -5.04338
H 0.05937 -7.48599 -4.41391
H -0.37283 -6.27170 -5.52852
H -1.91541 -6.44213 -1.69151
C 7.75636 -1.10908 -0.97411
C 8.66386 -1.52497 -2.08669
C 9.59412 -0.38486 -2.54216
O 9.51741 -2.52242 -1.54367
H 8.19407 -0.38519 -0.28672
H 7.15509 -1.87164 -0.47907
H 6.93307 -0.55813 -1.42878
H 8.14477 -1.92948 -2.95562
H 10.23374 -0.06212 -1.72068
H 9.06899 0.54004 -2.78072
H 10.18565 -0.79417 -3.36109
H 10.12190 -2.87385 -2.20146
C 1.47524 -0.17015 0.97408
C 0.24363 0.13154 0.12717
C -0.98937 -0.41375 0.79934
O 0.22943 1.52380 -0.18031
H 1.56498 0.30018 1.95328
H 2.42551 0.04582 0.48578
H 1.61178 -1.20827 1.27695
H 0.23865 -0.30247 -0.87269
H -1.25129 0.23448 1.63557
H -0.84649 -1.44918 1.10848
H -1.89032 -0.48131 0.18956
H 0.88500 1.62565 -0.87418
C 4.34148 1.87316 -5.87949
C 3.12762 1.29022 -5.17086
C 3.41784 -0.17318 -4.65100
O 2.84800 2.12784 -4.07574
H 4.53742 1.40063 -6.84200
H 5.28855 1.90238 -5.34071
H 4.14409 2.93699 -6.01136
H 2.28934 1.44260 -5.85069
H 4.39223 -0.30851 -4.18161
H 3.41106 -0.84305 -5.51085
H 2.54541 -0.45220 -4.06014
H 2.39240 2.90366 -4.41058
C -3.12868 -7.18664 3.86997
C -2.43303 -6.13657 3.00256
C -0.91238 -6.38385 2.76163
O -3.04068 -5.98573 1.71965
H -4.02900 -6.69752 4.24185
H -2.56676 -7.47381 4.75872
H -3.48371 -8.09041 3.37474
H -2.46485 -5.15336 3.47200
H -0.33670 -6.39128 3.68718
H -0.53651 -5.55030 2.16830
H -0.73620 -7.33358 2.25659
H -3.97557 -6.10695 1.90100
C 1.65942 -2.28881 7.15965
C 1.53520 -0.82282 6.71027
C 0.08603 -0.41958 6.52399
O 1.93999 0.04395 7.73477
H 1.46276 -3.07239 6.42792
H 1.17863 -2.52157 8.10978
H 2.70949 -2.44370 7.40754
H 2.13912 -0.68234 5.81380
H -0.35371 -0.81951 5.61033
H -0.04499 0.66010 6.59624
H -0.50836 -0.84561 7.33226
H 2.11642 0.91030 7.36074
C -4.44688 2.80003 -2.12814
C -5.54475 2.91216 -1.02308
C -6.18901 4.30579 -1.00830
O -6.49116 1.94005 -1.15660
H -4.85122 2.92703 -3.13238
H -3.92251 1.84730 -2.05438
H -3.67270 3.55492 -1.99066
H -4.99768 2.67571 -0.11043
H -6.96226 4.52864 -0.27308
H -6.57993 4.52827 -2.00116
H -5.40228 5.04523 -0.85867
H -6.97658 1.97893 -0.32928
C -1.91968 4.76763 4.52269
C -1.05254 4.80619 3.21715
C -0.46229 6.14770 2.88037
O -0.09613 3.77033 3.28912
H -1.34977 4.98756 5.42543
H -2.36717 3.79200 4.71247
H -2.74572 5.46786 4.39849
H -1.73065 4.54572 2.40449
H 0.08975 6.14452 1.94050
H 0.25055 6.56724 3.59027
H -1.31766 6.80040 2.70598
H -0.04768 3.50719 2.36717
C 4.77650 3.12682 4.65882
C 4.21111 4.38561 5.34360
C 4.25193 5.66127 4.51700
O 2.91721 4.11312 5.82170
H 4.20848 2.78076 3.79528
H 5.06404 2.29579 5.30287
H 5.69600 3.43647 4.16210
H 4.77530 4.63928 6.24107
H 3.82700 5.63146 3.51369
H 5.30293 5.93263 4.41767
H 3.74349 6.47189 5.03901
H 2.35242 3.87062 5.08427
```

The orbital gap comes out at 0.36601 Ha. The maximum force comes out at 2.73 eV/A. The value obtained for the energy above the lowest of the compared OMol25 structures with the same formula, charge and spin is 527.11 kJ/mol. For the total energy, the calculation gives -68742.7119 eV.